Entry from the Open Molecules 2025 dataset: 2 unconnected molecules or ions with the total composition C6H9NO (the ωB97M-V functional and the def2-TZVPD basis).

Properties
* highest occupied orbital energy: -8.146 eV
* spin multiplicity: 1
* SMILES string: Nc1ccccc1.O
* energy relative to the best compared isomer or geometry (same formula, charge and spin): 0.381 eV
* Kohn-Sham gap: 0.3328 Ha
* total charge: 0

XYZ file:
```
17
Properties=species:S:1:pos:R:3:lowdin_charge:R:1
N -1.11 1.96 -0.83 0.113
C -0.29 0.91 -0.55 -0.351
C 0.33 0.73 0.68 -0.096
C 1.05 -0.39 1.06 -0.128
C 1.30 -1.36 0.10 -0.097
C 0.95 -1.08 -1.22 -0.093
C 0.11 -0.03 -1.53 -0.041
H -1.63 2.01 -1.69 0.093
H -1.29 2.65 -0.13 0.094
H 0.22 1.47 1.47 0.117
H 1.46 -0.53 2.05 0.114
H 1.79 -2.31 0.26 0.100
H 1.30 -1.67 -2.05 0.103
H -0.27 0.17 -2.53 0.107
O -1.59 -1.06 1.79 -0.053
H -1.56 -0.66 0.91 0.016
H -0.78 -0.79 2.22 0.004
```

Entry from the Open Molecules 2025 dataset: a molecular structure, C2H4FeLiO (the ωB97M-V functional and the def2-TZVPD basis).

Properties
* highest occupied orbital energy (spin up / spin down): -19.127 / -19.408 eV
* spin multiplicity: 6
* energy relative to the best compared isomer or geometry (same formula, charge and spin): 0.000 eV
* Kohn-Sham gap (spin up / spin down): 0.3090 / 0.2947 Ha
* total charge: +2

XYZ file:
```
9
Properties=species:S:1:pos:R:3:lowdin_charge:R:1
C -0.22 -0.15 0.25 -0.362
H -0.79 -0.43 1.15 0.135
C 0.46 -1.15 -0.46 0.029
H 0.34 -2.18 -0.13 0.105
H 0.72 -0.98 -1.51 0.101
O 0.26 1.14 0.32 -0.397
Li -1.01 2.50 0.25 0.840
Fe 2.12 0.52 0.14 1.310
H -1.89 0.73 -0.01 0.239
```

Entry from the Open Molecules 2025 dataset: 2 unconnected molecules or ions with the total composition C10H15NOS (the ωB97M-V functional and the def2-TZVPD basis).

Properties
* highest occupied orbital energy: -8.656 eV
* spin multiplicity: 1
* energy relative to the best compared isomer or geometry (same formula, charge and spin): 3.003 eV
* Kohn-Sham gap: 0.3449 Ha
* total charge: 0

XYZ file:
```
28
Properties=species:S:1:pos:R:3:lowdin_charge:R:1
C 4.06 0.05 0.22 -0.083
C 3.50 -0.45 -0.92 -0.091
C 3.28 0.67 1.23 -0.033
C 2.16 -0.25 -1.17 -0.106
C 1.94 0.95 0.86 -0.099
C 1.33 0.38 -0.27 -0.338
C -0.14 -1.72 0.65 -0.310
C -1.32 -2.68 0.34 -0.132
C -3.75 1.85 0.86 -0.004
C -2.70 1.88 -1.28 -0.187
N -2.95 1.16 -0.02 -0.155
O -0.78 -0.22 -1.47 -0.543
S -0.51 0.03 -0.04 0.990
H 5.07 0.12 0.32 0.070
H 4.09 -1.00 -1.66 0.115
H 3.72 1.02 2.10 0.076
H 1.63 -0.94 -1.85 0.121
H 1.24 1.20 1.65 0.088
H 0.84 -2.09 0.33 0.081
H -2.25 -2.57 0.90 0.079
H -0.95 -3.65 0.53 0.059
H -1.56 -2.45 -0.65 0.034
H -3.96 2.87 0.53 0.059
H -0.09 -1.84 1.75 0.086
H -4.03 1.53 1.81 0.034
H -1.77 1.33 -1.55 0.009
H -3.65 1.82 -1.85 0.087
H -2.46 3.00 -1.32 0.094
```

Entry from the Open Molecules 2025 dataset: C5H11NO in the gas phase (the ωB97M-V functional and the def2-TZVPD basis).

Properties
* highest occupied orbital energy: -9.533 eV
* spin multiplicity: 1
* SMILES string: CC(=O)NC(C)C
* energy relative to the best compared isomer or geometry (same formula, charge and spin): 1.873 eV
* Kohn-Sham gap: 0.3809 Ha
* total charge: 0

XYZ file:
```
18
Properties=species:S:1:pos:R:3:lowdin_charge:R:1
C 0.09 -2.54 -0.93 -0.044
C -0.62 -1.20 -1.02 -0.509
O -1.39 -0.89 -1.92 0.064
N -0.42 -0.49 0.19 0.059
C -0.17 0.97 0.06 -0.406
C -1.01 1.81 1.11 -0.049
C 1.31 1.14 0.32 -0.095
H 0.00 -3.19 -1.81 0.061
H -0.17 -3.22 -0.02 0.108
H 1.29 -2.51 -0.82 0.113
H 0.05 -0.97 0.88 0.086
H -0.54 1.24 -0.90 0.122
H -1.34 2.80 0.84 0.052
H -0.23 1.93 1.93 0.095
H -1.99 1.36 1.07 0.069
H 1.86 0.80 -0.63 0.104
H 1.48 2.25 0.49 0.095
H 1.82 0.70 1.17 0.073
```

Entry from the Open Molecules 2025 dataset: C8H6N2O2 in the gas phase (the ωB97M-V functional and the def2-TZVPD basis).

Properties
* highest occupied orbital energy: -9.503 eV
* spin multiplicity: 1
* SMILES string: CC(=O)c1nc2ncccc2o1
* energy relative to the best compared isomer or geometry (same formula, charge and spin): 2.621 eV
* Kohn-Sham gap: 0.2974 Ha
* total charge: 0

XYZ file:
```
18
Properties=species:S:1:pos:R:3:lowdin_charge:R:1
C 1.69 2.30 -2.12 -0.014
C 1.28 0.88 -2.09 -0.367
O 1.53 0.06 -3.02 0.083
C 0.47 0.49 -0.99 -0.163
N -0.04 1.26 0.07 0.246
C -0.56 0.29 0.84 -0.338
N -1.04 0.31 2.07 0.130
C -1.37 -0.82 2.70 -0.165
C -1.41 -2.07 2.14 -0.071
C -0.86 -2.19 0.87 0.043
C -0.46 -0.98 0.21 -0.158
O 0.09 -0.88 -1.04 0.142
H 2.79 2.42 -2.18 0.095
H 1.35 2.72 -1.18 0.057
H 1.21 2.90 -3.00 0.141
H -1.90 -0.76 3.72 0.133
H -1.85 -2.94 2.71 0.129
H -0.90 -3.01 0.29 0.077
```

Entry from the Open Molecules 2025 dataset: C4H10N2O in the gas phase (the ωB97M-V functional and the def2-TZVPD basis).

Properties
* highest occupied orbital energy: -9.688 eV
* spin multiplicity: 1
* SMILES string: CCC(=O)NCN
* energy relative to the best compared isomer or geometry (same formula, charge and spin): 2.670 eV
* Kohn-Sham gap: 0.3857 Ha
* total charge: 0

XYZ file:
```
17
Properties=species:S:1:pos:R:3:lowdin_charge:R:1
C -0.76 -2.00 -0.85 -0.028
C 0.58 -1.44 -0.08 -0.122
C 0.27 -0.44 0.94 -0.530
O -0.01 -0.70 2.13 0.054
N 0.44 0.80 0.44 0.019
C -0.39 1.20 -0.71 -0.252
N 0.16 2.41 -1.43 0.041
H -1.42 -2.40 0.02 0.121
H -0.45 -2.62 -1.63 0.045
H -1.32 -1.26 -1.29 0.004
H 1.30 -0.92 -0.65 0.100
H 0.96 -2.29 0.35 0.081
H 0.36 1.44 1.20 0.121
H -1.50 1.04 -0.30 0.166
H -0.23 0.35 -1.38 0.078
H 0.64 2.72 -0.63 0.031
H -0.62 3.05 -1.61 0.069
```

Entry from the Open Molecules 2025 dataset: 6 unconnected molecules or ions with the total composition C16H32FNO8P (the ωB97M-V functional and the def2-TZVPD basis).

Properties
* highest occupied orbital energy: -2.852 eV
* spin multiplicity: 1
* Kohn-Sham gap: 0.2011 Ha
* total charge: -1

XYZ file:
```
59
Properties=species:S:1:pos:R:3:lowdin_charge:R:1
O -0.69 -2.86 -1.37 -0.117
N -1.75 -2.28 -1.33 -0.131
O -1.68 -1.01 -1.63 -0.151
C -0.40 -0.41 -1.92 -0.472
F -0.82 0.93 -2.16 -0.139
P 0.28 -1.12 -3.43 0.674
O -0.67 -1.72 -4.45 -0.509
H 1.12 -2.12 -2.93 0.001
H 1.07 -0.12 -4.00 -0.005
C 5.07 -1.78 -5.92 -0.032
C 3.61 -1.78 -5.52 -0.499
O 3.24 -1.41 -4.43 0.044
C 2.61 -2.27 -6.55 -0.017
H 5.67 -1.40 -5.09 0.076
H 5.39 -2.79 -6.18 0.077
H 5.21 -1.14 -6.79 0.078
H 2.84 -3.30 -6.83 0.081
H 2.67 -1.65 -7.44 0.081
H 1.61 -2.22 -6.13 0.069
C -2.53 -1.47 1.87 -0.019
C -1.97 -0.13 2.27 -0.491
O -1.95 0.21 3.44 0.010
C -1.51 0.73 1.14 -0.026
H -2.86 -2.02 2.75 0.075
H -3.37 -1.32 1.18 0.082
H -1.78 -2.04 1.33 0.075
H -2.36 0.91 0.48 0.072
H -0.74 0.23 0.56 0.068
H -1.13 1.69 1.51 0.082
C 0.68 1.13 4.99 -0.029
C 1.89 0.33 4.58 -0.502
O 2.41 0.43 3.50 0.066
C 2.43 -0.62 5.63 -0.031
H 0.36 1.77 4.17 0.077
H -0.15 0.45 5.23 0.074
H 0.91 1.73 5.87 0.081
H 1.67 -1.35 5.90 0.083
H 2.72 -0.07 6.53 0.078
H 3.30 -1.14 5.23 0.077
C 1.81 2.11 -0.11 -0.020
C 2.63 1.35 -1.12 -0.492
O 2.14 0.98 -2.16 0.039
C 4.07 1.06 -0.78 -0.022
H 0.80 2.23 -0.49 0.071
H 1.78 1.57 0.84 0.073
H 2.26 3.09 0.09 0.078
H 4.12 0.47 0.15 0.081
H 4.62 1.99 -0.61 0.074
H 4.52 0.49 -1.59 0.074
C -5.11 1.68 3.18 -0.013
C -5.47 1.43 1.74 -0.486
O -4.64 1.18 0.91 0.085
C -6.94 1.52 1.39 -0.027
H -4.03 1.59 3.32 0.065
H -5.44 2.68 3.48 0.083
H -5.62 0.96 3.82 0.087
H -7.33 2.51 1.63 0.079
H -7.51 0.79 1.97 0.081
H -7.07 1.32 0.32 0.081
```

Entry from the Open Molecules 2025 dataset: a molecular structure, C41H41NO3PPdS6Si (the ωB97M-V functional and the def2-TZVPD basis).

Properties
* highest occupied orbital energy: -4.273 eV
* spin multiplicity: 1
* energy relative to the best compared isomer or geometry (same formula, charge and spin): 0.280 eV
* Kohn-Sham gap: 0.2433 Ha
* total charge: -1

XYZ file:
```
95
Properties=species:S:1:pos:R:3:lowdin_charge:R:1
Pd 0.42 0.43 1.22 0.683
C -0.84 -1.13 0.84 -0.293
Si -2.31 -0.48 -0.06 0.628
C -2.41 1.36 0.34 -0.197
N -1.23 1.83 1.14 -0.270
C -1.64 2.13 2.54 -0.191
C -2.71 3.22 2.63 -0.172
C -2.59 4.24 1.49 -0.194
C -1.13 4.36 1.08 -0.161
C -0.57 3.03 0.56 -0.193
C -2.27 -0.76 -1.91 -0.253
C -1.36 -1.64 -2.51 -0.087
C -1.43 -1.92 -3.87 -0.095
C -2.41 -1.33 -4.65 -0.106
C -3.33 -0.46 -4.07 -0.099
C -3.25 -0.18 -2.71 -0.120
C -3.91 -1.28 0.55 -0.227
C -4.34 -1.05 1.86 -0.102
C -5.48 -1.64 2.37 -0.097
C -6.24 -2.49 1.57 -0.107
C -5.83 -2.74 0.26 -0.095
C -4.68 -2.14 -0.24 -0.087
H -0.41 -1.98 0.31 -0.017
H -1.08 -1.47 1.86 0.025
H -3.34 1.58 0.89 0.077
H -2.46 1.93 -0.59 0.065
H -0.73 2.44 3.06 0.102
H -1.95 1.20 3.01 0.111
H -2.58 3.72 3.59 0.112
H -3.72 2.79 2.65 0.099
H -2.99 5.20 1.80 0.105
H -3.18 3.91 0.63 0.103
H -0.55 4.68 1.95 0.116
H -0.99 5.13 0.31 0.105
H 0.49 2.98 0.79 0.090
H -0.65 2.94 -0.52 0.052
H -0.58 -2.09 -1.91 0.079
H -0.71 -2.58 -4.33 0.101
H -2.45 -1.53 -5.71 0.102
H -4.08 0.02 -4.68 0.103
H -3.97 0.51 -2.28 0.107
H -3.76 -0.39 2.51 0.093
H -5.79 -1.45 3.39 0.097
H -7.13 -2.96 1.96 0.094
H -6.41 -3.40 -0.37 0.097
H -4.38 -2.34 -1.26 0.097
O 1.78 1.70 2.58 -0.433
S 1.70 0.98 3.89 0.446
O 2.10 1.81 4.99 -0.319
O 0.44 0.28 4.04 -0.347
C 2.93 -0.33 3.78 -0.242
C 3.73 -0.51 4.90 -0.057
C 4.67 -1.53 4.95 -0.075
C 4.83 -2.36 3.85 -0.078
C 4.04 -2.18 2.73 -0.094
C 3.08 -1.17 2.67 -0.280
P 2.22 -0.86 1.07 1.021
C 3.58 -0.05 0.16 -0.346
C 4.60 -0.81 -0.42 -0.096
C 5.66 -0.19 -1.06 -0.080
C 5.72 1.19 -1.12 -0.086
C 4.71 1.95 -0.55 -0.075
C 3.65 1.33 0.09 -0.135
C 2.05 -2.48 0.27 -0.375
C 1.72 -3.63 0.98 -0.098
C 1.46 -4.81 0.30 -0.081
C 1.53 -4.85 -1.08 -0.085
C 1.84 -3.70 -1.80 -0.075
C 2.09 -2.51 -1.13 -0.109
H 3.59 0.17 5.73 0.108
H 5.28 -1.66 5.83 0.102
H 5.57 -3.15 3.87 0.102
H 4.20 -2.82 1.87 0.099
H 4.56 -1.89 -0.39 0.100
H 6.43 -0.79 -1.52 0.099
H 6.54 1.68 -1.64 0.099
H 4.74 3.03 -0.60 0.106
H 2.87 1.93 0.54 0.070
H 1.65 -3.60 2.06 0.113
H 1.20 -5.70 0.86 0.101
H 1.33 -5.78 -1.61 0.100
H 1.88 -3.72 -2.88 0.108
H 2.28 -1.60 -1.68 0.077
C -0.24 4.31 -3.12 -0.399
S -1.46 2.99 -3.33 0.778
C -0.50 1.80 -4.18 -1.021
C 0.53 1.09 -3.64 -1.168
S 1.20 1.14 -2.07 0.548
S 1.28 -0.01 -4.80 0.864
C 0.33 0.35 -6.20 -1.533
S 0.42 -0.51 -7.61 0.434
S -0.86 1.53 -5.87 0.870
H -0.71 5.10 -2.54 0.023
H 0.07 4.71 -4.09 0.034
H 0.62 3.91 -2.58 0.004
```

Entry from the Open Molecules 2025 dataset: a molecular structure, C33H43BIN12O2STl (the ωB97M-V functional and the def2-TZVPD basis).

Properties
* highest occupied orbital energy: -0.867 eV
* spin multiplicity: 1
* energy relative to the best compared isomer or geometry (same formula, charge and spin): 0.000 eV
* Kohn-Sham gap: 0.1511 Ha
* total charge: -2

XYZ file:
```
94
Properties=species:S:1:pos:R:3:lowdin_charge:R:1
Tl 11.55 13.41 12.61 0.856
C 11.71 10.38 17.22 -0.108
C 12.06 10.42 15.86 -0.188
N 11.16 11.08 15.15 0.049
N 10.24 11.49 16.02 -0.049
C 10.52 11.05 17.25 -0.132
B 8.99 12.33 15.66 -0.512
N 9.37 13.85 15.48 -0.039
C 9.32 14.75 16.47 -0.137
C 9.58 16.00 15.96 -0.085
C 9.79 15.77 14.58 -0.171
N 9.62 14.48 14.30 -0.018
N 8.19 11.79 14.43 -0.043
C 6.86 11.99 14.32 -0.116
C 6.47 11.60 13.06 -0.093
C 7.67 11.25 12.44 -0.184
N 8.70 11.36 13.27 0.059
H 12.27 9.96 18.07 0.089
H 12.99 10.09 15.32 0.114
H 9.83 11.24 18.07 0.111
H 8.25 12.27 16.62 0.103
H 9.12 14.40 17.48 0.108
H 9.69 16.94 16.51 0.084
H 10.09 16.43 13.80 0.101
H 6.32 12.32 15.19 0.106
H 5.46 11.64 12.66 0.081
H 7.84 10.88 11.42 0.096
O 10.05 15.84 8.94 -0.020
C 10.49 14.90 9.63 -0.644
O 11.18 14.95 10.68 -0.220
C 10.15 13.50 9.12 -0.171
C 9.49 13.41 7.88 -0.020
C 9.20 12.17 7.37 -0.079
C 9.55 11.03 8.12 -0.084
C 10.18 11.21 9.33 -0.157
N 10.50 12.41 9.83 0.101
H 9.26 14.33 7.40 0.098
H 8.71 12.10 6.41 0.089
H 9.35 10.01 7.80 0.096
H 10.47 10.34 9.95 0.082
N 13.95 12.92 10.50 -0.005
C 15.21 12.84 9.72 -0.278
C 15.94 11.52 9.91 -0.221
C 16.72 11.30 11.22 -0.200
C 15.92 10.61 12.36 -0.300
N 15.06 11.44 13.20 0.019
H 13.24 12.26 10.13 0.051
H 13.58 13.85 10.44 0.024
H 15.83 13.68 10.05 0.108
H 14.99 12.96 8.64 0.102
H 16.66 11.44 9.08 0.096
H 15.21 10.70 9.76 0.100
H 17.11 12.26 11.60 0.107
H 17.59 10.64 11.01 0.093
H 16.62 10.05 12.96 0.086
H 15.29 9.88 11.84 0.079
H 15.63 12.20 13.59 0.059
H 14.38 11.89 12.58 0.012
S 14.58 16.33 15.97 0.936
C 13.39 14.99 15.39 -0.588
N 13.10 15.28 14.02 -0.063
C 14.08 16.01 13.46 -0.373
C 14.24 16.30 12.11 -0.062
C 15.36 16.97 11.64 -0.151
C 16.37 17.40 12.49 -0.174
C 16.21 17.23 13.87 -0.148
C 15.09 16.54 14.34 -0.522
H 12.55 15.06 16.06 0.067
H 13.43 16.03 11.43 0.086
H 15.47 17.13 10.57 0.086
H 17.26 17.91 12.12 0.068
H 16.96 17.56 14.57 0.081
C 13.59 14.06 18.06 -0.105
C 14.31 13.20 17.04 -0.417
C 15.81 13.07 17.28 -0.098
C 14.05 13.64 15.57 -0.197
H 13.66 13.63 19.05 0.066
H 12.52 14.10 17.80 0.072
H 13.95 15.08 18.12 0.028
H 13.91 12.18 17.19 0.110
H 16.36 13.99 17.03 0.071
H 16.17 12.31 16.58 0.069
H 16.07 12.76 18.30 0.067
H 14.99 13.66 15.02 0.092
H 13.40 12.89 15.12 0.072
I 11.40 6.03 10.71 0.797
C 11.54 8.00 11.23 -0.827
C 10.64 8.71 12.00 -0.170
N 11.23 9.91 12.18 -0.034
N 12.41 10.01 11.62 0.056
C 12.65 8.83 11.05 -0.226
H 9.72 8.45 12.49 0.117
H 10.87 10.66 12.79 0.038
H 13.57 8.62 10.51 0.092
```

Entry from the Open Molecules 2025 dataset: a molecular structure, C7H21AgInN4OP (the ωB97M-V functional and the def2-TZVPD basis).

Properties
* highest occupied orbital energy (spin up / spin down): -11.307 / -11.272 eV
* spin multiplicity: 2
* Kohn-Sham gap (spin up / spin down): 0.1810 / 0.1783 Ha
* total charge: +1

XYZ file:
```
36
Properties=species:S:1:pos:R:3:lowdin_charge:R:1
C 3.73 -0.68 0.17 -0.077
C 2.95 -1.82 -0.75 -0.371
O 3.72 -2.82 -1.26 -0.055
N 1.45 -1.82 -1.00 -0.232
C 1.09 -1.38 -2.40 -0.185
In 0.52 -0.53 0.43 0.475
C 0.65 1.68 -0.05 -0.268
C -0.81 2.47 0.09 -0.644
N -1.19 2.35 1.57 0.032
N -0.61 3.93 -0.34 0.021
N -1.87 1.91 -0.85 0.056
P -1.93 -1.09 0.75 0.844
C -2.16 -2.42 2.09 -0.339
C -2.82 -1.51 -0.88 -0.338
H 3.37 0.37 -0.22 0.067
H 3.45 -0.78 1.32 0.044
H 4.90 -0.85 0.03 0.112
H 0.66 -0.29 -2.38 0.050
H 0.26 -2.12 -2.81 0.096
H 2.02 -1.42 -3.14 0.118
H 1.34 -0.79 2.03 -0.054
H 1.16 1.87 -1.11 0.074
H 1.35 2.18 0.75 0.029
H -1.94 1.64 1.72 0.042
H -0.35 1.97 2.10 -0.040
H 0.15 4.38 0.26 0.082
H -0.27 3.85 -1.34 0.088
H -1.51 1.07 -1.37 0.049
H -2.75 1.64 -0.33 0.076
H -2.87 -2.01 2.93 0.065
H -1.10 -2.55 2.62 0.059
H -2.58 -3.45 1.70 0.077
H -2.19 -1.26 -1.86 0.065
H -3.18 -2.63 -0.97 0.075
H -3.78 -0.80 -0.96 0.074
Ag 1.12 1.71 3.46 0.834
```

Entry from the Open Molecules 2025 dataset: 2 unconnected molecules or ions with the total composition C5H17N2O (the ωB97M-V functional and the def2-TZVPD basis).

Properties
* highest occupied orbital energy: -12.677 eV
* spin multiplicity: 1
* energy relative to the best compared isomer or geometry (same formula, charge and spin): 1.054 eV
* Kohn-Sham gap: 0.3580 Ha
* total charge: +1

XYZ file:
```
25
Properties=species:S:1:pos:R:3:lowdin_charge:R:1
C 0.17 -1.62 1.15 -0.166
N 0.54 -0.23 1.35 -0.105
C 1.90 0.28 1.11 -0.254
C 1.85 1.79 1.06 -0.080
C -0.85 -1.78 0.00 -0.089
N -1.12 -0.48 -0.69 -0.022
C -2.46 -0.45 -1.34 0.001
H 1.04 -2.22 0.98 0.115
H -0.30 -1.98 2.06 0.123
H 0.15 0.16 2.20 0.120
H 2.55 -0.02 1.93 0.116
H 2.26 -0.22 0.23 0.107
H 1.39 2.10 0.17 0.025
H 2.84 2.24 1.17 0.088
H 1.31 2.24 1.90 0.084
H -1.79 -1.98 0.47 0.111
H -0.68 -2.54 -0.76 0.136
H -0.38 -0.21 -1.34 0.143
H -1.14 0.28 0.00 0.157
H -2.60 0.48 -1.88 0.102
H -3.20 -0.61 -0.56 0.109
H -2.59 -1.23 -2.09 0.105
H 1.07 1.69 -2.35 0.065
H -0.16 2.32 -2.81 0.067
O 0.21 1.98 -1.97 -0.061
```